[1]
C49H27Cl4CrN5O5 | ωB97M-V/def2-TZVPD

- Expectation value of S²: 3.86
- E_LUMO (spin up / spin down): 0.6054 / 0.5302 eV
- Net charge: -1
- Multiplicity: 4
- HOMO level (spin up / spin down): -4.58 / -4.74 eV

Geometry as XYZ:
```
91
C49H27Cl4CrN5O5 | the Open Molecules 2025 dataset | ωB97M-V/def2-TZVPD
Cr 0.2854 -0.1069 0.1352
Cl -7.1786 -4.3460 -4.0359
Cl 1.8045 9.0306 2.4540
Cl 4.6777 0.5226 -7.9470
Cl -1.9432 -3.5369 8.3486
O 2.1468 -0.5193 -0.4210
O 0.4207 -2.2362 0.5659
O 4.1498 -4.8075 -0.9341
O 1.5443 -5.0826 0.4213
O 4.5251 -1.9613 -1.6358
N -1.6265 -0.7480 0.7437
N 2.2192 -0.9461 2.6296
N -0.3280 -0.6344 -1.7245
N 0.0584 1.0669 1.8710
N 0.9020 1.6353 -0.7462
C -0.6278 -0.9623 5.5866
C 2.1354 2.8561 -2.2469
C 1.4781 1.6088 -1.9886
C 2.5369 1.2508 -6.4605
C 0.4012 2.3836 2.0635
C -0.4484 0.6241 3.0385
C 3.4849 -0.0093 -4.1642
C 0.4946 -0.4838 -2.8039
C 2.0406 -4.0514 0.0232
C 0.9203 3.2349 1.1064
C -1.1137 -1.8944 -3.4581
C 0.0471 -1.3292 -3.8760
C 0.2678 6.8813 1.8625
C 1.9334 3.6404 -1.1588
C -2.5111 -1.6553 -1.3527
C 4.2417 -0.0302 -5.3297
C -1.3550 -1.4193 -2.1192
C 3.7525 0.5867 -6.4677
C 2.6404 6.4912 2.0271
C 1.5209 -2.6799 0.1046
C -2.2318 -3.2075 5.6729
C 1.7874 1.2673 -5.2928
C -1.3164 -1.3247 4.4172
C 0.0771 5.5398 1.5627
C 1.1553 4.6610 1.4835
C -2.6317 -1.2832 -0.0252
C -1.6621 -2.7224 6.8358
C -5.2408 -4.1687 -2.1528
C -5.8140 -3.5811 -3.2665
C 1.4099 0.5570 -2.9105
C 2.4338 5.1517 1.7232
C -3.6532 -2.3432 -2.0200
C -4.2402 -1.7857 -3.1556
C -0.8139 -1.6307 6.7853
C 2.4430 -1.7778 -0.4337
C 1.5532 7.3445 2.0886
C -3.3377 -1.4505 2.0955
C -1.2007 -0.5714 3.1527
C 2.2456 0.6266 -4.1458
C 3.5926 -2.4405 -1.0048
C -3.7532 -1.6213 0.8255
C 0.1229 2.7636 3.4242
C -0.3893 1.6722 4.0368
C -5.3201 -2.3937 -3.7792
C 1.1998 2.8483 -0.2114
C 3.3872 -3.9111 -0.6826
C -4.1628 -3.5467 -1.5375
C -2.0374 -2.5285 4.4810
C -1.9853 -0.9290 2.0309
H 1.6497 -1.6130 3.1388
H -3.6932 -4.0142 -0.6798
H 2.4625 -0.1888 3.2576
H 2.1821 1.7375 -7.3591
H -5.6272 -5.1060 -1.7748
H -3.8515 -0.8534 -3.5478
H 3.8546 -0.5015 -3.2663
H -1.7427 -2.5821 -4.0012
H -0.7979 1.6280 5.0324
H -4.7206 -1.9591 0.4907
H 0.5457 -1.4433 -4.8268
H 5.1986 -0.5342 -5.3503
H 3.0746 -1.4105 2.3478
H 2.6621 3.0978 -3.1572
H -0.9223 5.1654 1.3732
H 0.0972 -0.1650 5.5595
H -5.7782 -1.9501 -4.6530
H 3.6366 6.8712 2.2105
H -0.2935 -1.3104 7.6787
H -2.4214 -2.9687 3.5723
H 0.2870 3.7434 3.8463
H -0.5708 7.5631 1.9137
H -2.8096 -4.1223 5.6938
H 2.2676 4.6541 -0.9974
H 3.2816 4.4781 1.6657
H -3.9170 -1.5822 2.9953
H 0.8314 1.7787 -5.2715
```

[2]
C49H31BrCl2F9NP2S2Ti | ωB97M-V/def2-TZVPD

- Expectation value of S²: 0.76
- E_LUMO (spin up / spin down): 2.0099 / 2.0029 eV
- Net charge: -1
- Multiplicity: 2
- HOMO level (spin up / spin down): -4.80 / -4.99 eV

Geometry as XYZ:
```
98
C49H31BrCl2F9NP2S2Ti | the Open Molecules 2025 dataset | ωB97M-V/def2-TZVPD
Br 3.9794 1.5803 -1.3726
Ti 1.3674 1.3977 -0.6122
Cl 3.4307 -0.3077 3.1207
Cl -0.4732 3.3983 1.9635
S 1.9666 -1.0232 -1.2436
S 1.9247 -3.7881 -3.2962
P 1.9111 -2.9944 -1.5097
P -1.4280 0.7837 -0.5136
F -7.7761 2.8637 -0.4985
F -7.2930 3.6684 -2.3933
F -2.2081 -1.5078 5.8188
F -1.8027 -4.3461 -4.9268
F -0.6103 -2.9058 -5.9420
F -1.2467 0.4697 5.9622
F -7.8732 1.6020 -2.3069
F -2.7223 -2.7487 -6.0339
F -0.0276 -1.3002 5.6963
N 1.6140 1.4306 1.1212
C 5.1086 -3.5409 1.0071
C 4.6088 -5.6573 0.0017
C -1.5616 -0.5141 -1.8155
C -1.3596 -0.5871 3.8566
C 0.3965 5.6157 -1.8273
C 5.3598 -4.8770 0.8668
C 5.2112 4.1818 -1.2539
C 2.7401 4.1412 -1.5714
C -1.6628 -2.1548 -4.0130
C -2.3882 0.2944 3.4668
C -0.4128 -4.4640 -1.0509
C 0.7229 2.6472 2.9731
C 0.6507 2.9379 4.2999
C -1.5687 0.1261 1.1910
C -0.9883 -0.0868 -3.0150
C -5.7618 2.1781 -1.3348
C 1.4741 2.3413 5.2410
C -0.0979 -4.5824 1.6921
C -0.4583 -1.1332 2.9143
C 1.4764 3.4464 -1.5541
C 5.1863 5.5860 -1.2745
C -5.5523 0.8952 -0.8470
C -1.0847 -0.8961 -4.1305
C -1.1361 -5.2888 1.0892
C 1.5561 6.3222 -1.6812
C 2.2534 1.3124 4.7857
C -4.7449 3.0827 -1.5622
C -1.6992 -3.0606 -5.2037
C -1.3442 -5.1691 -0.2743
C 3.3812 -3.6833 -0.6497
C -3.4213 2.7099 -1.2341
C 0.7719 -3.7913 0.9426
C -2.2205 -2.5876 -2.8279
C -0.5845 -0.7935 1.5788
C -3.1681 1.4283 -0.7681
C 2.3327 0.9802 3.4479
C 0.3695 4.2101 -1.7089
C 3.6026 -5.0745 -0.7324
C -4.2309 0.5692 -0.5768
C 4.0003 6.2397 -1.4606
C -1.1971 -0.7092 5.3433
C -2.1633 -1.7367 -1.7296
C 2.7672 5.5648 -1.5605
C -7.1694 2.5669 -1.6554
C 4.1117 -2.9490 0.2596
C 1.6121 1.6776 2.4369
C 4.0092 3.5167 -1.4291
C 0.6661 -3.7635 -0.4459
C -2.4658 0.6770 2.1297
H 4.7207 -6.7186 -0.1222
H 3.9835 7.3064 -1.4614
H -6.3837 0.1653 -0.7329
H 2.8716 0.7648 5.4554
H -4.8940 4.0599 -2.0349
H 5.6620 -2.9284 1.7199
H 3.0194 -5.6971 -1.3778
H 6.1563 -5.3477 1.4484
H -0.0885 3.6428 4.6688
H 0.0616 -4.7487 2.7254
H -1.7763 -5.9210 1.6955
H -2.6063 3.4357 -1.3200
H -0.6177 3.7345 -1.6728
H 0.3024 -1.8529 3.2403
H 1.4015 2.5975 6.2826
H -0.5026 0.8912 -3.0881
H -2.5600 -2.0234 -0.7622
H 1.6242 7.4025 -1.6933
H 6.0910 3.5759 -1.0962
H 3.8920 -1.8878 0.4031
H -0.5236 6.1954 -1.9184
H 0.1153 -1.2428 0.8823
H -4.0340 -0.4101 -0.2482
H -2.6600 -3.5479 -2.7063
H 1.5840 -3.2404 1.4564
H -3.2369 1.3268 1.7731
H -3.1187 0.6746 4.1820
H -0.4923 -4.4496 -2.1481
H -2.1981 -5.6786 -0.7284
H 6.1271 6.1233 -1.1449
H -0.5796 -0.6220 -5.0463
```

[3]
C49H33Br3GaN2O5PS3 | ωB97M-V/def2-TZVPD

- E_LUMO: -0.9339 eV
- HOMO level: -7.46 eV

Geometry as XYZ:
```
97
C49H33Br3GaN2O5PS3 | the Open Molecules 2025 dataset | ωB97M-V/def2-TZVPD
Br 6.3471 0.6081 -5.5736
Br -2.1360 4.3753 4.9521
Br 5.0217 1.0991 5.1162
Ga 0.2125 0.1462 0.3752
S -3.1315 -3.4649 3.3527
S 0.9983 -1.6809 4.6146
S 0.9129 -3.3138 0.7598
P -1.2185 -2.2960 -1.8484
O -1.2571 0.2903 -0.7811
O -1.5165 2.2377 -1.8316
O 1.5765 -0.6198 -0.8212
O -0.6074 -0.9409 1.5852
O 1.4466 1.5559 -0.8541
N 1.8705 0.4040 1.8043
N -0.3340 1.8247 1.5486
C -1.6148 -1.1430 -3.2487
C -0.8529 -1.9605 2.4745
C 1.9700 0.5136 -1.2875
C 1.8991 -3.8523 -3.9632
C -1.3006 -0.5838 4.6183
C -5.1855 -3.4588 -2.0698
C 1.4690 -4.8784 1.1639
C -4.6650 -3.0687 2.7000
C -1.4786 1.0219 -1.8411
C 0.6222 -0.6205 5.9053
C -0.5343 -1.4317 3.8761
C 3.7466 0.8183 3.7613
C -0.4161 -4.8761 -2.8383
C -2.8192 -3.1693 -1.6597
C 0.9528 -5.3059 2.3491
C 3.9709 -0.1325 2.7827
C -1.3924 3.3668 3.5484
C 0.3437 2.0042 2.6844
C -5.2361 -4.4951 -1.1515
C -2.3445 -2.2780 2.3880
C 1.6495 1.3012 2.7641
C 0.9973 -3.0109 -3.3350
C 3.7434 -0.6302 -2.6138
C -2.1902 -0.9270 -5.6027
C 2.5780 1.5572 3.7602
C 4.7386 -0.6086 -3.5771
C -4.0853 -4.8537 -0.4630
C -4.5728 -2.0777 1.7759
C -2.0807 3.2143 2.3602
C 0.4943 -5.7249 -3.4586
C -1.7174 0.2494 -3.1212
C -3.2362 -1.6220 1.5966
C 3.0313 0.5275 -2.3222
C -2.2886 0.4512 -5.4648
C -2.8954 -4.1864 -0.7028
C -0.1561 2.7692 3.7226
C -0.1802 -3.5069 -2.7688
C 4.9956 0.5758 -4.2499
C 0.0990 -4.3383 2.9426
C -1.5109 2.4213 1.3784
C -2.0515 1.0264 -4.2322
C -3.9880 -2.8010 -2.3233
C 3.3017 1.7079 -3.0052
C 1.6536 -5.2193 -4.0234
C -1.8568 -1.7033 -4.5080
C -0.6376 -0.1154 5.7862
C 2.9977 -0.3000 1.8137
C 4.2845 1.7355 -3.9803
C -0.0211 -3.2046 2.1923
H 1.3269 -0.4647 6.7069
H 4.4985 2.6435 -4.5257
H -2.3053 -0.3070 4.3281
H 1.2035 -1.9464 -3.2988
H -2.3765 -1.3974 -6.5600
H -2.1112 2.0970 -4.0940
H 2.7947 -3.4377 -4.4096
H -1.3256 -5.2950 -2.4281
H 2.3574 -5.8804 -4.5125
H -2.5476 1.0711 -6.3135
H 0.3755 2.8692 4.6556
H -3.0396 3.6824 2.1965
H -5.4201 -1.6945 1.2265
H 2.7323 2.5959 -2.7658
H 3.5008 -1.5491 -2.0964
H -1.9856 2.2631 0.4189
H -1.0864 0.5489 6.5119
H -2.9276 -0.8537 0.9024
H -6.0805 -3.1586 -2.6008
H 4.8708 -0.7289 2.7687
H 0.2844 -6.7862 -3.5067
H -3.9696 -2.0050 -3.0558
H -5.5445 -3.6041 3.0194
H 5.3034 -1.5004 -3.8100
H -6.1691 -5.0095 -0.9591
H 1.1696 -6.2703 2.7850
H 3.1089 -1.0275 1.0205
H 2.1335 -5.4051 0.4981
H -2.0182 -4.4519 -0.1229
H -0.3959 -4.4789 3.8935
H -4.1149 -5.6420 0.2786
H 2.4010 2.3046 4.5178
H -1.7884 -2.7774 -4.6250
```

[4]
C49H35BrF3N10O4S2V | ωB97M-V/def2-TZVPD

- Expectation value of S²: 0.77
- E_LUMO (spin up / spin down): -3.9461 / -3.3180 eV
- Net charge: +1
- Multiplicity: 2
- HOMO level (spin up / spin down): -10.59 / -10.65 eV

Geometry as XYZ:
```
105
C49H35BrF3N10O4S2V | the Open Molecules 2025 dataset | ωB97M-V/def2-TZVPD
Br -8.5748 2.6907 -3.1767
V -0.0533 -0.1089 -1.0555
S 2.9565 1.1490 -0.3682
S 0.1545 -0.9078 1.2047
F 1.8073 -0.8715 3.8921
F -0.1879 -1.6901 4.0993
F 1.4823 -2.6514 5.0600
O -1.7347 -0.3074 -0.8887
O 1.6070 0.6714 -0.9894
O -1.7218 -2.5129 -2.5275
O 2.7475 -1.6321 -2.0315
N -0.1884 0.7845 -3.2399
N -4.5233 1.8632 -2.9504
N -6.8379 1.3099 2.4835
N -2.5115 2.2384 -2.2135
N 0.4196 -1.7460 -2.0063
N -5.6765 1.0153 2.7678
N -1.3196 1.7523 0.6573
N -0.2821 0.1638 -5.9547
N 1.2705 -3.2153 0.3614
N -3.7331 1.1574 -3.7724
C 0.7628 -5.8531 -4.1416
C -1.1390 2.8068 1.4141
C -7.1054 3.0657 -0.7820
C -2.0733 3.2679 2.3673
C 5.9139 0.4595 0.2504
C 2.1220 -5.5833 -3.9804
C 1.5813 -3.5386 -2.9305
C -8.2144 0.8830 0.5305
C 4.9193 0.1037 1.1563
C 0.2397 -3.8042 -3.0922
C -8.6189 1.1848 -0.7606
C -2.5053 1.1009 0.7967
C -0.5265 -2.6562 -2.5279
C 2.7680 2.1816 3.2335
C 1.8591 -4.3966 0.5402
C 4.7409 3.0885 4.2568
C 1.0005 -2.4530 1.4125
C -4.7125 0.7268 1.7296
C 6.5259 0.1996 2.9440
C 3.5091 -0.1827 0.7043
C 5.1719 3.5527 3.0192
C 1.7093 -2.2175 -2.2564
C 1.9428 -4.1081 2.8832
C 0.8631 0.1549 -5.2749
C 3.1981 2.6423 1.9957
C -0.2081 -4.9594 -3.7012
C -3.2507 2.5986 2.5267
C 1.3417 -2.8719 2.7160
C 2.2087 -4.8981 1.7774
C 2.3334 2.3899 0.7997
C -6.6648 2.7281 0.4871
C 3.5388 2.4074 4.3658
C -1.3600 0.5381 -5.2897
C -4.8890 -0.3591 0.9172
C -3.8822 -0.7525 0.0073
C 2.5575 -4.4102 -3.3724
C -1.3245 0.8797 -3.9345
C 0.9107 0.4476 -3.9269
C -2.7409 -0.0149 -0.0397
C 4.3989 3.3389 1.8913
C 7.2050 0.7037 0.6960
C -7.2042 1.6219 1.1269
C -8.0520 2.2710 -1.4112
C 1.0975 -2.0256 3.9381
C -3.7858 2.5011 -2.0305
C -2.5328 1.4084 -3.2877
C 5.2324 -0.0309 2.5045
C -3.5061 1.4752 1.7081
C 7.5120 0.5764 2.0427
H -6.7273 3.9487 -1.2807
H 5.3445 3.2644 5.1375
H -5.9297 3.3459 0.9881
H 2.0537 -4.9656 -0.3630
H 2.8472 -6.3008 -4.3410
H 4.7377 3.7064 0.9291
H 4.4567 -0.3046 3.2091
H 1.8348 0.3726 -3.3705
H -2.2988 0.5856 -5.8256
H 1.3704 1.9685 1.0868
H -5.5246 1.8532 -3.0706
H 8.5203 0.7616 2.3884
H 3.6086 -4.1864 -3.2477
H 2.6748 -5.8673 1.8762
H 5.6950 0.5369 -0.8083
H 1.7639 -0.1171 -5.8100
H 3.4344 -1.0642 0.0631
H -3.9823 2.9114 3.2610
H -8.6650 0.0606 1.0707
H -9.3767 0.5913 -1.2521
H 2.7979 -0.2684 1.5236
H -4.0034 -1.6055 -0.6459
H 6.1096 4.0856 2.9357
H 1.8330 1.6394 3.3091
H 7.9739 0.9819 -0.0124
H 2.1772 3.2761 0.1824
H -0.2091 3.3500 1.2944
H -1.2642 -5.1550 -3.8270
H 6.7635 0.0921 3.9942
H -5.8028 -0.9345 0.9789
H 3.1988 2.0477 5.3280
H -4.2097 3.1280 -1.2643
H 2.2015 -4.4451 3.8768
H 0.4629 -6.7743 -4.6232
H -1.8347 4.1398 2.9596
```

[5]
C49H35HfN8PSe2Si | ωB97M-V/def2-TZVPD

- E_LUMO: -0.8322 eV
- HOMO level: -6.48 eV

Geometry as XYZ:
```
97
C49H35HfN8PSe2Si | the Open Molecules 2025 dataset | ωB97M-V/def2-TZVPD
Hf -8.3709 -9.2553 19.7428
Se -6.9187 -11.3717 19.3788
Se -6.9065 -7.5649 16.6286
P -5.4053 -9.0103 17.0578
Si -11.0424 -12.5700 17.3598
N -6.3415 -8.2864 19.4934
N -9.1617 -9.6449 21.7376
N -5.2815 -10.3999 19.7332
N -6.6852 -6.8245 21.2209
N -5.4286 -7.3169 23.2723
N -8.9546 -7.5337 20.9219
N -6.9384 -9.5039 21.6971
N -5.6064 -9.3412 21.8930
C -4.5399 -12.8440 16.1500
C -4.7802 -10.1173 21.0752
C -2.6785 -8.4403 19.0826
C -8.0557 -6.2919 20.9728
C -9.5767 -7.2726 25.6085
C -2.7006 -6.2853 15.8359
C -5.5143 -10.6739 16.3885
C -7.1392 -5.5743 23.0519
C -2.2286 -10.5560 21.4913
C -1.7864 -7.4572 19.4342
C -7.9090 -8.9915 25.1465
C -6.3192 -12.1949 14.6807
C -10.0558 -14.0994 17.7563
C -10.9160 -12.4552 15.5038
C -2.4974 -8.5684 23.5392
C -7.1484 -4.9572 24.3102
C -3.4890 -9.9904 21.6572
C -6.4541 -10.9798 15.3957
C -1.3061 -9.2590 23.3900
C -4.6166 -11.6343 16.8096
C -9.3386 -8.2300 21.9452
C -4.4525 -7.1619 20.0567
C -9.1435 -4.4844 22.4067
C -8.1308 -4.0384 24.5640
C -5.8826 -7.3758 20.2581
C -3.5592 -8.9066 22.6661
C -10.3582 -11.0318 18.1346
C -5.1872 -9.1193 18.9704
C -7.9486 -9.5645 22.5136
C -9.0964 -3.8028 23.5957
C -9.7637 -9.9694 18.2791
C -2.9563 -9.0135 15.6723
C -9.9204 -7.1714 24.2739
C -1.8146 -6.9951 15.0181
C -3.8897 -8.2903 16.4073
C -3.7124 -6.9166 16.5251
C -9.2998 -8.0543 23.4186
C -8.2881 -8.9543 23.8192
C -12.8266 -12.9991 17.7976
C -3.5569 -6.1647 20.4300
C -2.2261 -6.3352 20.1190
C -1.9605 -8.3617 14.9071
C -4.0207 -8.2722 19.3456
C -8.6048 -8.1768 26.0401
C -8.1539 -5.4210 22.1039
C -5.3396 -13.1045 15.0521
C -1.1774 -10.1968 22.3415
C -6.2685 -6.6338 22.5596
C -4.8808 -8.4733 22.7112
H -2.3485 -9.3388 18.5671
H -1.0327 -6.4757 14.4251
H -9.0418 -13.8763 17.4250
H -8.1100 -3.5361 25.5545
H -0.2322 -10.6435 22.1791
H -9.8683 -12.2326 15.2266
H -10.6782 -6.4560 23.9194
H -3.9035 -5.3783 21.0764
H -6.9822 -12.3978 13.8435
H -11.2307 -13.3784 15.0322
H -8.3794 -8.2719 27.1165
H -1.5117 -5.5669 20.4356
H -2.6670 -7.8234 24.3503
H -9.8709 -3.0516 23.7714
H -3.8771 -13.6096 16.5243
H -7.2245 -10.2202 15.1320
H -2.5894 -5.2017 15.9064
H -1.2677 -8.9380 14.3192
H -3.0278 -10.0845 15.5734
H -10.0335 -14.3759 18.8246
H -3.9604 -11.4640 17.6252
H -9.9034 -4.2591 21.6358
H -10.1220 -6.6176 26.2799
H -4.3593 -6.3385 17.1882
H -6.3678 -5.1257 24.9957
H -0.7295 -7.5673 19.2564
H -5.1662 -14.0296 14.5173
H -13.5560 -12.1866 17.5872
H -0.4479 -9.0773 24.0312
H -11.5261 -11.6660 15.0514
H -12.8630 -13.2716 18.8459
H -2.0164 -11.2697 20.7074
H -7.1300 -9.6396 25.4908
H -10.4457 -14.9702 17.2139
H -13.1376 -13.8172 17.2133
```

| no. | DFT total energy (Eh) | M (g/mol) |
| --- | --- | --- |
| 1 | -5418.89076 | 959.59 |
| 2 | -8662.56733 | 1129.54 |
| 3 | -13555.69574 | 1166.42 |
| 4 | -7350.67081 | 1079.86 |
| 5 | -7807.86924 | 1131.35 |